Record 1
Entry from the Open Molecules 2025 dataset: a molecular structure, C20H30F12MgO10 in a non-equilibrium geometry (ωB97M-V/def2-TZVPD).

Structure (XYZ):
```
73
Properties=species:S:1:pos:R:3:forces:R:3:mulliken_charge:R:1
Mg 0.289 -0.138 -0.150 -0.027 0.444 0.325 3.21
C -3.388 -2.539 -0.188 -0.373 -1.223 -1.007 -1.02
C -2.782 -1.317 0.324 2.782 2.615 1.596 0.14
O -1.485 -0.965 -0.158 -0.549 -0.810 -0.486 -0.01
H -4.211 -2.915 0.419 -0.359 0.406 -0.060 0.40
H -2.687 -3.374 -0.185 0.308 0.070 -0.252 -0.02
H -3.706 -2.313 -1.206 -0.198 -0.602 -0.178 0.28
H -2.691 -1.363 1.409 -0.065 -0.427 0.611 -0.22
H -3.425 -0.442 0.232 -0.564 0.050 -0.530 0.05
C 3.387 2.271 -1.485 1.128 0.708 -0.537 -1.18
C 3.165 1.528 -0.145 -1.701 -0.380 -1.778 -0.42
O 1.884 0.959 -0.128 0.384 0.409 0.503 -0.34
H 4.147 3.049 -1.417 0.536 0.078 0.506 0.39
H 2.593 2.877 -1.921 -0.844 -0.431 0.470 0.18
H 3.779 1.683 -2.314 -0.273 -0.599 0.096 0.28
H 3.383 2.263 0.630 -0.314 0.046 0.612 0.20
H 3.913 0.739 -0.078 0.452 -0.063 0.128 0.17
C 0.899 4.509 1.142 0.413 -0.127 0.726 -0.95
C 0.107 4.420 -0.106 2.492 0.796 -2.256 0.16
O -1.215 4.153 0.140 -3.502 -2.105 0.676 -0.31
C -1.605 2.874 0.336 1.782 -1.723 0.359 0.07
O -0.863 1.880 0.352 -2.394 3.027 -0.116 -0.20
C -3.191 2.750 0.569 0.518 0.823 1.192 0.73
F -3.757 3.965 0.691 0.399 -0.305 0.374 -0.28
F -3.769 2.197 -0.468 -0.002 -0.875 -0.455 -0.21
F -3.489 2.034 1.711 0.664 0.801 -1.578 -0.24
H 1.955 4.743 1.011 -0.071 -0.030 -0.448 0.40
H 0.865 3.522 1.603 -0.002 0.139 0.429 0.03
H 0.489 5.306 1.763 -0.095 -0.249 0.313 0.35
H 0.530 3.737 -0.843 0.004 -0.713 0.383 -0.14
H 0.108 5.341 -0.690 -0.158 0.416 0.381 0.39
C -1.758 2.930 -4.001 -0.809 -0.424 -0.182 -1.11
C -1.954 1.407 -3.909 -0.326 1.516 1.410 0.15
O -0.747 0.885 -4.313 4.467 -3.283 0.264 -0.31
C 0.165 0.306 -3.391 -2.190 0.831 0.009 0.07
O 0.100 0.352 -2.187 -0.531 0.290 -1.795 -0.75
C 1.310 -0.515 -4.051 -2.168 0.442 -1.049 0.89
F 0.880 -0.928 -5.265 0.588 0.024 0.257 -0.28
F 2.367 0.249 -4.193 0.698 -0.156 0.030 -0.24
F 1.540 -1.592 -3.320 0.519 0.083 0.118 -0.19
H -2.591 3.389 -3.467 0.349 0.486 0.148 0.36
H -1.784 3.271 -5.035 -0.266 -0.191 -0.126 0.38
H -0.755 3.209 -3.680 -0.276 0.031 0.674 0.24
H -2.774 1.061 -4.539 0.282 -0.163 -0.197 0.29
H -2.109 1.031 -2.898 -0.460 0.412 0.258 -0.01
C -0.150 -5.686 -0.057 -0.179 -0.413 0.449 -1.41
C 0.244 -4.359 -0.638 0.377 0.615 0.684 0.56
O 1.691 -4.150 -0.463 1.723 1.035 -0.146 -0.37
C 2.219 -2.890 -0.336 -3.950 -0.748 -0.629 0.26
O 1.523 -1.896 -0.394 0.902 -0.943 0.233 -0.89
C 3.728 -2.758 -0.164 -0.990 0.850 -0.686 0.85
F 4.121 -1.934 -1.152 0.411 -0.474 0.013 -0.21
F 4.017 -2.199 0.977 0.079 0.902 1.283 -0.24
F 4.332 -3.897 -0.193 1.047 -1.623 -0.711 -0.27
H 0.006 -5.766 1.019 -0.152 0.358 0.079 0.32
H 0.317 -6.590 -0.446 0.243 0.342 -0.546 0.37
H -1.214 -5.762 -0.279 -0.138 -0.177 0.241 0.40
H -0.227 -3.529 -0.111 -0.281 -0.031 -0.093 -0.29
H -0.091 -4.327 -1.675 0.705 0.305 -0.206 0.24
C -1.810 -1.762 5.310 -0.044 0.438 -0.411 -1.34
C -1.395 -1.234 3.929 1.088 0.066 0.888 0.17
O -0.095 -0.562 4.189 1.446 0.155 -1.497 -0.34
C 0.719 -0.248 3.140 -2.107 -1.731 -0.762 0.11
O 0.394 -0.360 1.966 0.793 0.176 2.489 -0.93
C 2.107 0.227 3.645 0.049 1.242 -0.430 0.84
F 3.183 -0.352 3.010 -1.986 0.943 1.340 -0.14
F 2.089 1.583 3.377 0.631 -1.505 0.362 -0.24
F 2.162 0.069 4.983 0.797 0.012 -1.200 -0.26
H -1.429 -2.741 5.602 0.165 -0.048 -0.526 0.31
H -2.898 -1.812 5.322 0.022 0.118 0.349 0.37
H -1.400 -1.069 6.045 -0.523 0.129 0.139 0.34
H -2.035 -0.433 3.558 -0.215 -0.467 -0.177 0.16
H -1.223 -2.056 3.234 -0.162 0.413 -0.346 0.24
```
Forces are in eV/Å.

Values from the calculation:
Charge: 0
Frontier orbital gap, Ha: 0.2899

Record 2
Entry from the Open Molecules 2025 dataset: 13 unconnected molecules or ions with the total composition C52H130O26 in a non-equilibrium geometry (ωB97M-V/def2-TZVPD).

Structure (XYZ):
```
208
Properties=species:S:1:pos:R:3:forces:R:3:mulliken_charge:R:1
C 4.184 -5.982 1.026 1.188 0.327 -0.256 -0.44
O 4.409 -5.591 -0.301 -1.074 1.253 -2.601 -0.40
C 3.589 -4.524 -0.911 -0.359 -0.977 1.478 1.13
C 2.146 -4.559 -0.474 -0.118 0.568 0.847 -0.52
O 1.404 -5.749 -0.725 0.140 1.396 1.051 -0.44
C 1.375 -6.102 -2.061 0.490 -1.171 -0.524 -0.91
H 4.951 -6.754 1.092 -0.354 -0.354 0.620 0.32
H 3.191 -6.359 1.271 -0.071 0.085 -0.145 0.21
H 4.521 -5.172 1.673 -0.397 0.089 0.491 0.03
H 3.564 -4.543 -2.001 0.929 -0.567 0.025 0.04
H 3.917 -3.527 -0.616 0.469 -0.036 -0.001 -0.77
H 1.721 -3.616 -0.818 -0.648 -0.063 -1.240 0.18
H 2.057 -4.268 0.572 0.132 -1.015 0.591 0.40
H 2.386 -6.295 -2.419 0.171 0.124 -0.294 0.47
H 0.887 -5.391 -2.728 -0.216 0.246 0.102 0.17
H 0.886 -7.075 -2.097 -0.317 0.140 -0.194 0.38
C 5.345 -2.660 3.053 0.884 -0.890 -0.240 -0.69
O 5.759 -2.150 1.744 -1.709 0.180 1.616 -0.38
C 4.595 -1.521 1.139 0.572 0.445 1.013 1.65
C 4.081 -0.219 1.880 0.730 -0.186 -2.115 -0.61
O 3.537 -0.353 3.130 -0.095 -0.292 1.596 -0.41
C 2.221 -0.918 3.115 0.899 0.750 -0.465 0.09
H 5.181 -1.954 3.868 0.161 0.540 -0.541 0.16
H 6.085 -3.378 3.407 0.507 0.233 -0.258 0.40
H 4.457 -3.290 3.015 -0.470 0.226 -0.540 0.17
H 3.811 -2.277 1.096 -0.293 0.043 0.049 -1.09
H 4.889 -1.317 0.109 -0.179 0.363 0.102 -0.32
H 3.368 0.258 1.207 -0.526 -0.162 -0.361 0.22
H 4.856 0.545 1.930 0.545 -0.339 0.248 0.44
H 2.307 -1.849 2.553 -0.685 -0.245 0.199 -0.02
H 1.607 -0.182 2.596 -0.461 -0.459 -0.013 -0.12
H 1.898 -1.042 4.148 0.078 -0.202 -0.120 0.32
C -0.536 5.612 2.494 0.498 1.455 -0.134 -0.35
O -0.486 6.982 2.984 0.559 -1.244 0.312 -0.34
C 0.756 7.731 2.984 -1.401 -1.709 -0.336 -0.29
C 0.547 8.814 4.031 -0.061 0.753 -1.900 -0.44
O -0.635 9.605 3.749 0.223 -2.408 4.406 -0.39
C -0.594 10.388 2.677 1.634 0.952 -2.026 -0.69
H -0.366 5.577 1.418 -0.342 0.197 -0.350 0.44
H -1.543 5.276 2.742 0.198 -0.168 -0.096 0.13
H 0.240 4.946 2.872 0.018 0.102 0.761 0.01
H 0.942 7.949 1.932 -0.093 1.220 -0.057 0.43
H 1.660 7.159 3.194 -0.065 -0.539 0.786 0.17
H 1.467 9.393 3.958 0.037 0.796 0.148 0.41
H 0.540 8.405 5.041 -0.677 -0.029 -0.217 0.09
H -0.511 9.725 1.815 -0.546 0.520 -0.863 0.27
H 0.339 10.951 2.707 0.356 0.542 -0.328 0.31
H -1.390 11.133 2.655 -0.304 -0.499 -0.076 0.26
C -1.995 -1.663 -4.963 1.436 0.722 -1.320 -1.11
O -2.795 -1.199 -3.946 0.106 0.040 0.818 -0.03
C -4.029 -0.728 -4.394 -1.301 -0.668 -0.641 -1.05
C -4.647 0.182 -3.387 0.193 -0.687 0.306 0.15
O -4.201 1.506 -3.482 1.067 0.830 0.330 -0.49
C -2.735 1.675 -3.292 -2.117 -0.805 -0.355 -0.37
H -1.006 -1.961 -4.615 -0.256 -0.402 0.493 0.23
H -1.747 -0.813 -5.599 0.005 0.235 -0.532 0.42
H -2.409 -2.416 -5.632 -0.370 -0.359 0.307 0.36
H -4.658 -1.599 -4.575 -0.432 -0.272 0.257 0.64
H -4.094 -0.223 -5.358 1.056 0.305 -0.358 0.32
H -4.430 -0.309 -2.439 0.101 0.364 0.697 -0.06
H -5.730 0.133 -3.500 -0.036 0.491 -0.118 0.43
H -2.486 1.120 -2.387 0.407 0.179 0.092 -0.02
H -2.535 2.745 -3.226 -0.055 -0.217 0.022 0.34
H -2.249 1.213 -4.151 0.310 0.235 0.089 0.17
C 1.364 -5.615 -6.014 -0.849 1.002 1.160 -0.43
O 2.734 -5.451 -6.078 1.422 -0.056 -1.149 -0.29
C 3.245 -4.154 -5.791 -0.092 -0.010 0.375 0.18
C 4.625 -3.925 -6.463 -0.379 -1.351 0.300 -0.68
O 5.695 -4.773 -6.039 -0.998 1.123 0.997 -0.37
C 5.593 -6.146 -6.372 0.399 0.464 -0.055 -0.64
H 1.086 -5.547 -4.962 -0.427 -0.351 0.319 -0.03
H 0.996 -6.556 -6.422 0.494 0.045 -0.125 0.25
H 0.839 -4.769 -6.457 -0.133 0.031 -0.558 0.34
H 3.185 -3.992 -4.715 0.829 -0.266 0.503 -0.14
H 2.565 -3.356 -6.088 -0.252 0.063 -0.922 0.38
H 4.952 -2.894 -6.327 -0.025 -0.080 0.144 0.38
H 4.468 -4.116 -7.525 -0.112 0.166 -0.352 0.43
H 4.688 -6.669 -6.061 -0.107 0.379 0.051 0.24
H 6.436 -6.572 -5.829 0.076 -0.326 -0.502 0.24
H 5.689 -6.160 -7.457 0.141 -0.790 -0.175 0.30
C 1.303 5.679 6.366 0.600 1.467 -0.323 -0.50
O 2.490 5.032 6.849 -1.275 -0.693 -0.504 -0.47
C 2.410 3.611 6.647 0.909 0.198 -1.398 -0.23
C 3.199 3.204 5.309 -0.889 0.647 1.301 -0.37
O 2.629 3.944 4.252 0.506 -0.257 -0.259 -0.01
C 3.455 3.913 3.108 -1.054 1.431 -1.716 -0.89
H 0.361 5.398 6.835 0.200 -0.368 0.315 0.32
H 1.157 5.714 5.287 0.223 -1.093 -0.282 0.15
H 1.446 6.751 6.503 0.103 0.066 0.814 0.30
H 1.365 3.312 6.558 -0.086 -0.015 -0.282 -0.17
H 2.761 3.106 7.547 0.512 0.016 -0.164 0.44
H 3.098 2.149 5.056 0.055 -0.330 0.390 0.10
H 4.255 3.477 5.313 0.184 -0.121 0.738 0.50
H 4.102 4.773 2.937 0.580 0.319 1.173 0.36
H 2.751 4.158 2.312 -0.155 -0.753 -0.486 0.28
H 4.054 3.045 2.834 -0.465 -0.550 0.625 0.26
C -2.033 -4.233 -1.259 -0.202 -0.228 -1.171 -0.30
O -2.915 -4.298 -0.204 -0.687 0.926 1.325 -0.16
C -2.610 -5.171 0.852 -0.893 -0.199 0.276 -0.50
C -3.668 -4.997 2.016 1.742 -0.399 -1.305 -0.92
O -3.697 -3.744 2.651 1.501 0.334 0.994 -0.15
C -2.435 -3.445 3.346 -0.452 0.759 -0.950 -0.18
H -2.532 -3.632 -2.019 0.100 0.166 -0.075 0.09
H -1.912 -5.225 -1.694 0.448 -0.244 -0.102 0.41
H -1.066 -3.773 -1.052 0.213 -0.154 0.346 -0.09
H -1.567 -5.143 1.166 0.179 0.574 0.229 0.38
H -2.723 -6.185 0.467 -0.198 -0.484 0.120 0.41
H -3.394 -5.783 2.720 -0.236 -0.213 0.299 0.46
H -4.631 -5.221 1.559 -0.152 0.318 0.318 0.35
H -2.070 -4.189 4.054 -0.428 -0.382 -0.123 0.39
H -2.474 -2.484 3.858 -0.969 -0.131 0.286 -0.05
H -1.636 -3.199 2.646 0.092 -0.640 -0.514 -0.03
C -0.500 2.024 2.015 0.223 -0.411 0.122 -0.42
O 0.091 0.832 1.484 1.730 1.338 0.898 -0.03
C -0.827 0.087 0.784 -0.871 -0.564 -0.048 -0.65
C -0.268 -1.248 0.212 0.930 0.567 -0.035 0.19
O 1.114 -1.085 -0.183 -1.533 -0.828 -0.034 0.74
C 1.265 -0.642 -1.529 0.910 0.040 1.091 -0.89
H -0.712 2.764 1.243 -0.051 -0.042 -0.306 0.24
H 0.170 2.481 2.744 0.301 -0.232 -0.122 -0.05
H -1.433 1.801 2.534 -0.206 -0.102 -0.001 0.23
H -1.201 0.739 -0.005 -0.412 -0.247 -0.522 -0.15
H -1.605 -0.036 1.538 -0.923 -0.822 -0.564 0.47
H -0.850 -1.606 -0.638 -0.263 0.556 -0.299 0.03
H -0.310 -2.137 0.842 0.162 0.430 0.831 -0.27
H 2.237 -1.067 -1.781 0.067 0.331 -0.573 -0.13
H 1.308 0.446 -1.480 -0.019 0.158 -0.593 0.37
H 0.508 -0.999 -2.227 -0.197 -0.058 0.116 0.16
C -5.145 1.281 6.093 0.869 -0.110 0.088 -0.12
O -4.366 0.129 6.475 -0.245 0.049 -0.397 -0.46
C -3.014 0.137 6.076 1.078 -0.501 0.499 -0.35
C -2.114 1.323 6.439 -2.115 -0.347 -0.592 -0.72
O -2.272 2.251 5.413 -0.179 0.294 -0.495 -0.06
C -1.410 3.367 5.522 -0.523 -1.229 0.491 -0.74
H -6.190 1.068 5.868 -0.004 -0.619 0.723 0.32
H -4.817 1.730 5.156 0.576 0.131 0.156 -0.23
H -5.009 1.941 6.950 -0.558 0.645 -0.405 0.26
H -2.917 -0.119 5.020 0.033 0.192 -0.249 0.05
H -2.463 -0.613 6.644 -0.798 -0.898 0.034 0.39
H -1.094 0.978 6.609 0.287 0.125 -0.241 0.50
H -2.545 1.679 7.375 0.336 0.471 0.440 0.35
H -1.845 4.136 4.883 0.581 0.161 0.135 0.07
H -0.428 2.980 5.252 0.395 0.779 -0.311 0.13
H -1.412 3.608 6.585 0.238 0.847 0.014 0.55
C -4.451 3.124 2.412 0.517 0.617 0.028 -0.38
O -3.866 2.382 1.306 -1.116 -0.485 2.428 0.24
C -4.224 2.789 0.027 0.510 1.152 -0.757 -0.49
C -5.667 2.649 -0.444 -0.257 -0.450 0.249 -0.05
O -6.505 3.599 0.189 -0.394 0.013 0.708 -0.39
C -7.873 3.626 -0.230 0.569 0.077 -0.311 -0.78
H -5.476 2.947 2.736 -0.275 -0.687 -0.862 0.26
H -4.412 4.200 2.243 0.072 0.176 -0.517 0.38
H -3.886 2.997 3.336 0.602 -0.599 -0.317 -0.30
H -3.529 2.266 -0.630 -0.391 -0.479 -0.205 -0.37
H -3.851 3.811 -0.046 -0.535 0.646 -0.352 0.65
H -6.001 1.636 -0.220 -0.149 -0.318 0.331 0.00
H -5.768 2.706 -1.528 0.462 0.363 -0.271 0.57
H -8.574 3.863 0.571 0.518 0.239 0.398 0.29
H -8.241 2.673 -0.611 0.331 -0.177 -0.300 0.29
H -7.934 4.411 -0.984 -0.394 -0.134 -0.259 0.27
C 5.012 -1.158 -3.394 -1.420 0.719 -1.060 -0.58
O 5.189 -1.854 -2.234 0.344 -1.439 1.564 -0.06
C 6.465 -2.354 -1.900 0.528 0.583 0.220 -0.75
C 7.318 -1.249 -1.374 0.353 -0.005 0.768 -0.49
O 7.934 -0.514 -2.408 1.351 0.231 0.777 -0.34
C 8.927 0.369 -1.819 -0.868 0.203 -1.459 -0.78
H 4.171 -0.499 -3.179 0.008 0.489 -0.101 0.11
H 4.581 -1.828 -4.139 0.497 -0.121 -0.645 0.03
H 5.836 -0.548 -3.762 0.241 -0.307 0.082 0.46
H 7.061 -2.812 -2.688 -0.534 -0.253 -0.593 0.43
H 6.383 -3.078 -1.089 -0.533 -0.105 -0.104 0.29
H 8.042 -1.695 -0.692 0.571 -0.102 -0.098 0.56
H 6.736 -0.605 -0.715 -0.274 0.348 -0.063 0.34
H 9.396 0.892 -2.653 -0.271 0.205 -0.054 0.26
H 9.774 -0.091 -1.310 -0.453 -0.589 0.401 0.30
H 8.367 1.072 -1.204 0.432 0.150 0.334 0.33
C -4.788 -1.080 0.947 -0.404 -0.600 -0.913 -0.04
O -6.058 -1.431 0.324 0.447 -0.477 0.576 -0.34
C -6.378 -2.837 0.478 -1.517 0.471 0.298 -0.10
C -7.817 -3.214 -0.105 1.956 1.378 1.378 -0.73
O -7.864 -3.252 -1.462 0.150 1.064 -2.821 -0.40
C -7.747 -1.943 -2.083 0.071 -0.416 -0.588 -0.37
H -4.590 -0.022 0.772 -0.268 -0.055 0.073 -0.36
H -4.005 -1.666 0.467 0.223 -0.074 -0.127 -0.04
H -4.709 -1.317 2.008 -0.507 0.032 0.151 0.52
H -6.503 -3.038 1.542 0.356 -0.095 0.352 0.39
H -5.588 -3.477 0.086 0.058 0.017 -0.263 0.04
H -8.520 -2.445 0.216 -0.189 0.017 0.699 0.38
H -8.096 -4.196 0.277 0.025 0.030 0.065 0.36
H -6.840 -1.383 -1.858 0.138 -0.449 0.474 -0.02
H -8.574 -1.259 -1.896 -0.396 -0.267 0.598 0.31
H -7.751 -2.064 -3.166 -0.028 -0.524 0.015 0.30
C -0.111 4.826 -4.958 0.269 -0.303 -0.258 -0.87
O 0.171 3.534 -4.436 0.186 -0.478 0.040 -0.22
C 0.714 2.640 -5.401 -0.957 -1.179 -0.461 -0.72
C 1.046 1.283 -4.746 0.897 -0.781 0.795 0.16
O 1.515 0.134 -5.528 -0.625 1.553 -0.444 -0.07
C 2.595 0.367 -6.445 -0.436 0.316 1.110 -0.93
H -0.696 4.791 -5.876 -0.051 -0.262 -0.218 0.35
H 0.838 5.314 -5.178 -0.019 0.371 0.019 0.34
H -0.709 5.403 -4.252 0.309 -0.215 0.269 0.25
H 1.563 3.041 -5.956 0.203 0.285 0.207 0.55
H -0.063 2.384 -6.122 -0.199 0.364 -0.495 0.37
H 0.199 0.842 -4.222 -0.342 0.414 -0.188 -0.25
H 1.767 1.481 -3.952 0.422 0.018 0.084 0.17
H 3.476 0.628 -5.858 0.431 -0.271 -0.074 0.38
H 2.427 1.222 -7.100 -0.295 -0.160 -0.296 0.33
H 2.712 -0.563 -7.001 0.172 0.225 -0.014 0.21
```
Forces are in eV/Å.

Values from the calculation:
Charge: 0
Frontier orbital gap, Ha: 0.3441